Entry 1:
The following is a quantum chemistry calculation of a structure of composition C51H53F12N7O3SSr at a distorted geometry, from the Open Molecules 2025 dataset.

Results
- 2S+1 = 1
- energy (hartree) = -4211.63151
- gap between HOMO and LUMO (eV) = 4.6
- energy above the lowest of the compared OMol25 structures with the same formula, charge and spin (kJ/mol) = 36.6
- charge = -2
- maximum force (eV/Å) = 1.3
- LUMO level (Eh) = 0.1423

Cartesian coordinates (Å):
C1 -7.78 1.34 -0.23
H1 -6.10 3.06 0.04
H2 -2.23 0.95 -4.22
C2 3.26 -2.41 3.84
F1 3.10 -5.19 2.74
F2 3.62 1.75 -4.58
C3 3.08 -0.60 2.27
S1 -1.42 4.26 -0.19
C4 -5.21 2.57 -0.32
C5 0.78 4.44 -2.31
C6 -2.94 0.52 -0.29
C7 2.31 -4.42 1.94
C8 -0.89 -1.22 -3.89
H3 -3.36 0.57 0.73
H4 4.56 5.68 0.22
C9 -2.08 1.75 -0.40
C10 -2.71 3.09 -0.29
C11 2.06 3.34 -0.28
C12 2.58 1.51 -1.81
C13 0.99 3.25 -1.40
F3 1.97 -5.22 0.91
C14 1.44 2.08 -2.21
C15 0.18 0.98 2.18
C16 -1.67 -4.26 -0.91
H5 3.78 1.26 3.04
C17 3.90 -2.09 6.25
H6 -7.88 -0.26 -2.43
C18 0.96 3.09 0.79
C19 -1.94 -1.53 0.84
N1 -0.18 1.29 3.60
H7 -7.08 1.26 -2.87
C20 4.42 -3.35 1.03
F4 5.39 1.46 -2.50
H8 0.58 3.25 4.03
C21 -4.10 0.60 -1.35
H9 1.31 1.01 5.09
C22 1.38 1.89 1.64
H10 0.74 3.96 1.41
H11 3.20 -3.46 4.07
O1 2.66 -0.84 -2.32
H12 -2.13 -5.26 -0.98
C23 0.41 0.53 4.65
H13 -4.37 -0.45 -1.51
H14 2.18 5.54 -0.21
C24 3.90 -0.24 4.54
H15 -5.86 -1.48 -0.66
H16 4.46 -1.37 6.86
C25 -1.44 -3.94 0.56
H17 5.92 3.59 0.53
H18 2.96 -2.29 6.76
C26 0.38 -3.34 -3.85
F5 1.78 0.60 -4.56
C27 3.68 -1.56 4.86
H19 0.56 5.36 -1.77
H20 -0.06 4.25 -2.98
H21 0.89 1.80 -3.08
H22 0.32 -4.63 -1.28
F6 4.51 -4.33 0.10
H23 4.28 0.45 5.29
C28 -4.01 3.41 -0.21
C29 3.23 0.33 -2.62
C30 4.37 2.30 -0.01
Sr1 0.92 -1.33 -0.72
N2 -0.80 1.70 -0.46
H24 1.15 -1.48 -3.52
H25 -0.70 -4.63 0.96
H26 -4.05 2.03 -3.06
C31 -1.66 -0.49 -2.80
H27 0.21 -3.48 -4.94
N3 0.26 -1.97 -3.43
F7 4.99 -2.26 0.52
C32 -6.49 -0.77 -0.13
H28 -7.57 1.61 0.81
H29 -0.61 -0.50 -4.67
H30 -0.30 0.38 5.47
C33 3.07 0.59 -4.16
H31 -1.61 -3.92 -3.35
H32 1.41 -3.66 -3.65
H33 -2.39 -3.54 -1.32
H34 -8.00 2.26 -0.78
C34 2.78 4.63 -0.14
H35 1.68 4.61 -2.91
O2 0.39 -0.30 1.95
C35 -0.36 2.68 3.88
H36 -0.91 3.16 3.06
C36 -2.15 -0.73 -0.45
C37 4.08 4.72 0.10
N4 -1.61 -1.07 -1.57
H37 -0.49 -5.28 -3.47
C38 2.93 -3.07 1.42
F8 5.21 -3.75 2.06
H38 -6.08 -0.64 0.87
F9 3.64 -0.39 -4.89
H39 -1.57 -0.84 1.61
C39 -5.30 1.33 -0.80
H40 -1.55 -1.94 -4.41
H41 -0.96 2.82 4.80
C40 -2.50 0.56 -3.23
C41 -0.59 -4.24 -3.10
H42 -6.15 -0.23 -2.84
C42 -3.58 1.15 -2.64
H43 -2.90 -1.93 1.20
N5 2.98 0.03 1.00
C43 -6.62 0.58 -0.86
C44 2.92 2.05 -0.38
C45 -0.13 2.97 -0.34
N6 -0.46 -4.12 -1.67
C46 2.41 1.15 0.81
O3 2.25 -2.73 0.35
H44 4.97 1.42 0.14
C47 -6.95 0.32 -2.34
H45 4.47 -3.03 6.25
C48 4.76 0.25 -2.37
H46 -2.38 -4.12 1.11
C49 4.88 3.51 0.22
H47 -7.48 -1.23 -0.03
H48 -8.68 0.72 -0.25
C50 3.02 -1.99 2.53
C51 3.59 0.23 3.27
N7 -0.94 -2.60 0.77
F10 1.18 -4.20 2.64
F11 5.04 -0.22 -1.15
H49 -4.25 4.46 -0.05
H50 0.71 -0.44 4.25
F12 5.39 -0.58 -3.23
H51 -0.72 1.39 1.67
H52 -0.35 -2.57 1.59
H53 1.93 2.31 2.49

Entry 2:
The following is a quantum chemistry calculation of an isolated molecule of C19H16N8O2S at a distorted geometry, from the Open Molecules 2025 dataset.

Results
- 2S+1 = 1
- energy (hartree) = -1720.25820
- SMILES string = Nc1nonc1-n1nnc(C(=O)N/N=C/c2ccccc2)c1CSc1ccccc1
- gap between HOMO and LUMO (eV) = 8.4
- energy above the lowest of the compared OMol25 structures with the same formula, charge and spin (kJ/mol) = 46.9
- charge = 0
- maximum force (eV/Å) = 2.0
- LUMO level (Eh) = -0.0063

Cartesian coordinates (Å):
H1 1.04 -2.33 1.05
H2 -7.86 2.06 2.14
C1 -5.28 -0.26 3.81
O1 -1.14 -1.21 1.41
H3 5.98 1.57 -2.44
C2 2.70 -1.11 -2.48
C3 -4.99 0.31 2.57
N1 2.75 0.53 -4.35
C4 5.73 0.05 -0.95
C5 -6.48 0.00 4.44
H4 -6.69 -0.45 5.40
O2 4.51 -2.09 -2.97
N2 -3.46 0.54 0.79
C6 3.68 0.13 0.28
H5 -2.25 0.81 -0.76
C7 -1.25 -0.50 0.42
C8 -3.73 0.02 1.92
C9 3.26 -0.51 -3.68
N3 4.37 -1.15 -3.93
C10 5.34 1.17 -1.67
C11 1.74 -1.82 0.39
S1 2.57 -0.59 1.49
N4 1.52 -0.75 -1.87
H6 2.35 1.73 -0.20
N5 3.50 -2.06 -2.09
C12 -5.94 1.15 1.97
H7 1.79 0.78 -4.14
C13 -7.41 0.83 3.84
C14 1.02 -1.09 -0.66
C15 -0.22 -0.45 -0.63
C16 3.29 1.26 -0.42
H8 -3.05 -0.65 2.45
H9 -4.55 -0.91 4.27
H10 3.14 0.75 -5.25
H11 3.82 2.65 -1.95
H12 -8.35 1.04 4.34
N6 0.65 0.04 -2.53
C17 -7.14 1.41 2.61
C18 4.13 1.78 -1.40
N7 -2.30 0.31 0.13
H13 5.19 -1.35 0.58
N8 -0.38 0.21 -1.80
C19 4.90 -0.48 0.03
H14 2.49 -2.49 -0.02
H15 6.68 -0.42 -1.16
H16 -5.71 1.58 1.01

Entry 3:
The following is a quantum chemistry calculation of a cluster of 3 separate species, C3H4FNO2S in total at a distorted geometry, from the Open Molecules 2025 dataset.

Results
- 2S+1 = 1
- energy (hartree) = -819.70401
- gap between HOMO and LUMO (eV) = 8.7
- energy above the lowest of the compared OMol25 structures with the same formula, charge and spin (kJ/mol) = 738.5
- charge = 0
- maximum force (eV/Å) = 6.4
- LUMO level (Eh) = -0.0112

Cartesian coordinates (Å):
O1 -1.14 -1.22 0.72
N1 -1.71 -0.47 -0.29
O2 0.50 -0.57 -1.30
C1 -0.83 -0.12 -1.09
F1 0.76 2.25 -0.22
H1 -1.78 -1.81 1.20
C2 0.65 0.98 0.68
H2 -1.18 0.50 -1.93
C3 1.35 -0.14 -0.33
S1 2.77 -0.93 -0.11
H3 1.41 1.12 1.99
H4 -0.80 0.43 0.69